Here is 2 unconnected molecules or ions with the total composition C50H72N6O3 from the Open Molecules 2025 dataset. Energies are from wB97M-V/def2-TZVPD.

Frontier orbital gap in eV: 4.479
Electronic energy in hartree: -2502.5967
LUMO in eV: -1.49
F_max in hartree/bohr: 0.081
Multiplicity: 1
HOMO level in eV: -6.0

Atoms and positions in Å:
C 4.86840 -3.95596 5.17631
O 3.74666 -3.10015 4.88522
C 2.65661 -3.76465 4.43085
N 1.66708 -2.77094 4.10367
N 0.61816 -3.24693 3.53274
C -0.51805 -2.48732 3.63374
C -1.60259 -2.99503 2.72371
C -0.61478 -1.36278 4.45678
C -1.77619 -0.47966 4.54964
O -2.80042 -0.66596 3.84423
N -1.75220 0.60962 5.39056
C -2.92221 1.44672 5.48896
C -0.70096 0.96209 6.32318
O 2.55251 -4.97084 4.34671
H 5.68467 -3.28080 5.43708
H 4.64585 -4.63016 6.00951
H 5.13317 -4.55770 4.29815
H -2.54813 -2.50795 2.98575
H -1.35020 -2.74498 1.67870
H -1.69846 -4.08636 2.79913
H 0.25086 -1.14173 5.09073
H -3.67457 1.12086 4.76616
H -3.34057 1.40878 6.50411
H -2.64122 2.48966 5.29411
H 0.27580 0.57249 6.02140
H -0.63414 2.05647 6.37360
H -0.92406 0.60621 7.34103
C -4.17639 -4.82161 -1.86182
C -3.77892 -3.82755 -2.96018
C -3.23028 -4.58443 -4.17438
C -2.83494 -2.75898 -2.42469
C -1.44537 -2.91639 -2.41791
C -0.60746 -1.97669 -1.82063
C 0.87483 -2.26658 -1.61250
C 1.36546 -3.49411 -2.37602
C 1.25729 -2.36625 -0.13557
C -1.15164 -0.73103 -1.36162
C -0.28271 0.36804 -0.93062
N 0.60984 1.04324 -1.76172
C 1.03470 0.73712 -3.11113
C 2.38705 0.40131 -3.32763
C 3.44891 0.38455 -2.22370
C 4.34462 1.61368 -2.33168
C 4.28709 -0.88924 -2.25459
C 2.79525 0.09672 -4.63085
C 1.87917 0.09215 -5.67683
C 0.55529 0.46476 -5.45825
C 0.12184 0.85353 -4.18555
C -1.26243 1.44988 -3.97538
C -2.12613 1.38557 -5.23482
C -1.22343 2.89331 -3.47584
N 1.24845 2.04361 -1.08777
N 0.74004 1.99268 0.16585
C 1.19942 2.86696 1.21786
C 2.16260 2.38079 2.13456
C 2.81297 0.99842 1.99879
C 2.08361 -0.04346 2.83491
C 4.29981 0.98576 2.37524
C 2.51793 3.19345 3.21348
C 1.97085 4.46410 3.35411
C 1.06567 4.94847 2.41213
C 0.66628 4.16322 1.33294
C -0.30029 4.78422 0.31078
C -1.62670 4.04370 0.13702
C 0.38452 5.05551 -1.03226
C -0.19710 0.95493 0.32735
C -0.83496 0.74392 1.52723
C -2.57952 -0.58739 -1.33441
C -3.29992 0.64955 -0.79724
C -4.16196 0.32932 0.42989
C -4.18033 1.32149 -1.85596
C -3.37087 -1.60993 -1.85226
H -4.63899 -4.30213 -1.01525
H -4.89221 -5.55606 -2.24802
H -3.29399 -5.36326 -1.49627
H -4.69027 -3.29932 -3.27266
H -2.87985 -3.88817 -4.94479
H -2.40502 -5.24601 -3.88328
H -4.02637 -5.20287 -4.60603
H -1.02049 -3.82263 -2.85739
H 1.40598 -1.39007 -2.02185
H 1.08345 -3.43366 -3.43385
H 2.45757 -3.57055 -2.32155
H 0.93498 -4.40463 -1.93795
H 0.95443 -1.46321 0.41135
H 0.76587 -3.22748 0.34692
H 2.34660 -2.48294 -0.02531
H 2.92592 0.43417 -1.26142
H 3.73774 2.52257 -2.26386
H 5.08347 1.61827 -1.52329
H 4.87190 1.60699 -3.29513
H 3.64908 -1.77975 -2.20178
H 4.87964 -0.94032 -3.17764
H 4.97302 -0.89787 -1.39890
H 3.84303 -0.14675 -4.81892
H 2.20396 -0.18932 -6.67850
H -0.13459 0.48644 -6.30292
H -1.73705 0.83302 -3.19625
H -2.18221 0.36265 -5.62237
H -3.14479 1.73221 -5.02107
H -1.69849 2.04152 -6.00531
H -0.67648 2.98076 -2.53101
H -0.71269 3.53285 -4.21279
H -2.24298 3.27945 -3.32465
H 2.72419 0.71470 0.93693
H 1.02851 -0.10208 2.54085
H 2.51535 -1.04682 2.74596
H 2.10378 0.21811 3.90367
H 4.83653 1.82232 1.91287
H 4.42960 1.03693 3.46603
H 4.75728 0.05165 2.02559
H 3.23763 2.82739 3.95131
H 2.26979 5.09501 4.19048
H 0.65494 5.95824 2.52176
H -0.55790 5.76529 0.73611
H -2.07419 3.78841 1.10653
H -2.33430 4.67982 -0.41546
H -1.49474 3.11668 -0.43504
H 1.11260 5.86588 -0.90861
H 0.92965 4.17158 -1.38455
H -0.34871 5.35703 -1.78878
H -0.70450 1.47631 2.31242
H -1.50112 -0.09978 1.61017
H -2.53560 1.36894 -0.48198
H -3.56862 -0.10538 1.24114
H -4.62332 1.25295 0.80622
H -4.96099 -0.37773 0.16340
H -3.61953 1.54025 -2.77380
H -5.02826 0.67275 -2.11883
H -4.57383 2.26835 -1.46153
H -4.45759 -1.49394 -1.83523

Results of the Mulliken charge analysis, in e, for atoms 1 through 99: atom 1 (C): -0.66, atom 2 (O): -0.27, atom 3 (C): 0.45, atom 4 (N): 0.25, atom 5 (N): -0.47, atom 6 (C): 0.58, atom 7 (C): -1.06, atom 8 (C): -0.36, atom 9 (C): 0.86, atom 10 (O): -0.77, atom 11 (N): 0.22, atom 12 (C): -1.14, atom 13 (C): -0.92, atom 14 (O): -0.53, atom 15 (H): 0.21, atom 16 (H): 0.29, atom 17 (H): 0.30, atom 18 (H): 0.34, atom 19 (H): -0.08, atom 20 (H): 0.49, atom 21 (H): 0.41, atom 22 (H): 0.30, atom 23 (H): 0.37, atom 24 (H): 0.33, atom 25 (H): 0.29, atom 26 (H): 0.33, atom 27 (H): 0.27, atom 28 (C): -1.35, atom 29 (C): 0.06, atom 30 (C): -1.65, atom 31 (C): -0.14, atom 32 (C): -0.22, atom 33 (C): 0.27, atom 34 (C): 2.72, atom 35 (C): -2.52, atom 36 (C): -0.96, atom 37 (C): 0.82, atom 38 (C): -1.43, atom 39 (N): 1.72, atom 40 (C): -0.91, atom 41 (C): 0.91, atom 42 (C): 1.84, atom 43 (C): -1.83, atom 44 (C): -1.27, atom 45 (C): -0.57, atom 46 (C): -1.57, atom 47 (C): -0.66, atom 48 (C): 0.07, atom 49 (C): 2.82, atom 50 (C): -2.52, atom 51 (C): -0.74, atom 52 (N): -1.22, atom 53 (N): 2.13, atom 54 (C): -1.20, atom 55 (C): 0.70, atom 56 (C): 2.14, atom 57 (C): -0.76, atom 58 (C): -2.23, atom 59 (C): -0.24, atom 60 (C): -1.46, atom 61 (C): -1.08, atom 62 (C): 0.41, atom 63 (C): 0.70, atom 64 (C): -1.50, atom 65 (C): -1.32, atom 66 (C): 1.46, atom 67 (C): -1.22, atom 68 (C): 0.80, atom 69 (C): 2.38, atom 70 (C): -1.56, atom 71 (C): -1.20, atom 72 (C): -0.63, atom 73 (H): 0.34, atom 74 (H): 0.42, atom 75 (H): 0.28, atom 76 (H): 0.38, atom 77 (H): 0.35, atom 78 (H): 0.30, atom 79 (H): 0.47, atom 80 (H): 0.28, atom 81 (H): -1.35, atom 82 (H): 0.43, atom 83 (H): 0.40, atom 84 (H): 0.47, atom 85 (H): -0.22, atom 86 (H): 0.39, atom 87 (H): 0.43, atom 88 (H): -0.63, atom 89 (H): 0.32, atom 90 (H): 0.45, atom 91 (H): 0.37, atom 92 (H): 0.09, atom 93 (H): 0.41, atom 94 (H): 0.39, atom 95 (H): 0.34, atom 96 (H): 0.37, atom 97 (H): 0.45, atom 98 (H): -1.27, atom 99 (H): 0.42